Entry 1:
22
Properties=species:S:1:pos:R:3:mulliken_charge:R:1 method="wB97M-V/def2-TZVPD" molar_mass_g_mol=259.2 lumo_energy_ev=2.14 e_homo_ev=-2.19 charge=-1 orbital_gap_ev=4.324 e_tot_ev=-36474.42399 fmax_ev_per_a=5.354
C 0.800 -0.303 0.894 -0.033
C 1.337 0.117 2.199 0.134
F -1.483 1.501 1.484 -0.143
O 1.909 -2.425 -4.157 -0.507
H -1.471 -0.708 0.148 0.285
N 1.768 -2.076 -2.992 -0.004
O 2.476 -2.288 -2.016 -0.457
F -2.015 1.791 3.595 -0.250
C 0.676 0.592 -0.080 -0.423
C -0.923 0.054 -1.800 0.584
O -1.511 0.672 -2.688 -0.643
H 0.516 -1.353 0.795 0.451
N 0.451 0.274 -1.549 0.051
O 2.505 0.158 2.548 -0.483
F -0.294 2.902 2.700 -0.225
C -1.644 -0.925 -0.906 -0.919
H -1.368 -1.961 -1.147 0.291
H -2.718 -0.788 -1.082 0.283
H 1.043 1.631 0.016 0.242
S 0.084 0.417 3.458 -0.175
H 0.811 1.014 -2.152 0.275
C -0.950 1.704 2.731 0.665

Entry 2:
18
Properties=species:S:1:pos:R:3:mulliken_charge:R:1 method="wB97M-V/def2-TZVPD" molar_mass_g_mol=181.1 lumo_energy_ev=0.55 e_homo_ev=-8.49 orbital_gap_ev=9.040 e_tot_ev=-20054.46923 fmax_ev_per_a=4.977
O 1.970 -2.029 -0.383 -0.358
C 0.714 -1.581 -0.901 -0.749
C 2.293 -1.107 0.574 -0.669
F -3.321 0.680 0.221 -0.256
H 0.249 -2.117 -1.701 0.436
F -2.255 -1.200 0.395 -0.266
C -2.112 0.162 0.405 0.681
N -0.734 1.874 -0.862 -0.553
C 0.277 -0.498 -0.247 0.338
H -1.623 0.178 -1.647 0.334
C -1.164 0.572 -0.690 -0.129
F -1.907 0.424 1.734 -0.270
H 3.256 -1.288 1.064 0.362
H -0.379 1.982 -1.746 0.253
H 2.333 0.872 1.710 0.342
O 1.336 0.955 1.518 -0.531
H -0.163 2.306 -0.147 0.276
C 1.232 -0.185 0.703 0.758

Entry 3:
21
Properties=species:S:1:pos:R:3:mulliken_charge:R:1 method="wB97M-V/def2-TZVPD" molar_mass_g_mol=265.4 multiplicity=2 lumo_energy_ev="-3.51 / -5.72" s_squared=0.7509 e_homo_ev="-10.91 / -10.91" charge=+1 orbital_gap_ev="7.399 / 5.189" e_tot_ev=-69936.06714 fmax_ev_per_a=3.402
C 1.104 0.469 -1.539 0.918
O -0.164 0.118 -1.575 -0.364
C 0.868 -1.281 1.451 1.078
H -1.895 -1.542 -0.003 0.256
H -1.720 0.150 2.284 0.376
C -1.047 -0.106 1.461 -0.941
C -1.298 -1.469 0.911 0.449
C -0.025 2.406 -1.305 -0.410
O 2.041 -1.647 1.485 -0.666
O 0.027 -1.934 0.634 -0.372
H -1.754 1.288 -2.054 0.335
H -1.447 0.941 -0.047 0.098
O 1.979 -0.379 -1.513 -0.787
Li 1.193 -2.133 -1.138 0.917
Zn 3.575 -1.222 2.315 0.406
O 0.306 -0.307 2.052 -0.229
F -1.852 -2.416 1.793 -0.338
H -0.189 3.096 -2.138 0.281
O 1.273 1.762 -1.477 -0.339
H 0.044 2.953 -0.357 0.276
C -1.018 1.253 -1.241 0.056

Entry 4:
16
Properties=species:S:1:pos:R:3:mulliken_charge:R:1 method="wB97M-V/def2-TZVPD" molar_mass_g_mol=176.2 multiplicity=3 lumo_energy_ev="0.66 / -3.57" s_squared=2.0124 e_homo_ev="-4.77 / -9.43" orbital_gap_ev="5.430 / 5.862" e_tot_ev=-31204.08452 fmax_ev_per_a=4.376
H 2.790 -0.329 1.285 0.310
H -1.755 1.100 0.254 0.176
O -0.978 -2.041 -2.568 -0.396
H 1.775 -1.368 -0.478 0.221
H 1.801 1.332 2.644 0.503
C -0.745 0.864 0.543 -0.463
C 1.823 0.105 1.046 -0.433
S -3.250 -0.271 -1.796 -0.170
H -0.390 2.064 2.348 0.374
C -0.154 -0.123 -0.167 0.624
C -0.086 1.314 1.701 -0.636
H -1.470 -2.680 -2.062 0.383
C 1.092 -0.633 0.125 -0.345
C 1.224 0.988 1.905 -0.402
F -0.369 0.337 -2.849 -0.271
P -1.307 -0.659 -1.931 0.526